Entry 1:
A molecular structure, C27H31BrN4O4S3Ti, computed with ωB97M-V/def2-TZVPD.

Each line ends with the Mulliken charge.
Element x y z (Å)
Ti (0.223, -2.085, 0.498)  -0.88
N (2.926, -1.166, 3.855)  -0.51
C (2.181, -1.300, 2.696)  0.44
S (0.467, -1.095, 2.844)  -0.51
N (2.854, -1.516, 1.609)  -1.47
N (2.146, -1.632, 0.449)  2.55
C (2.807, -2.064, -0.643)  0.84
C (4.243, -2.395, -0.636)  -0.46
C (5.197, -1.486, -0.177)  -0.14
C (6.540, -1.821, -0.173)  -0.72
C (6.955, -3.072, -0.612)  -0.39
C (6.012, -3.986, -1.059)  -0.78
C (4.667, -3.650, -1.073)  -0.24
C (1.983, -2.226, -1.779)  0.09
C (2.416, -2.515, -3.094)  -1.04
C (1.501, -2.577, -4.107)  -0.54
C (0.137, -2.344, -3.829)  -0.94
C (-0.225, -2.061, -2.537)  -0.25
N (0.654, -1.994, -1.532)  0.69
H (2.395, -1.353, 4.688)  0.27
H (3.822, -1.628, 3.817)  0.24
H (4.870, -0.518, 0.176)  0.44
H (7.272, -1.104, 0.179)  0.38
H (8.005, -3.336, -0.596)  0.38
H (6.325, -4.971, -1.384)  0.38
H (3.928, -4.374, -1.397)  0.53
H (3.472, -2.661, -3.274)  0.54
H (1.815, -2.792, -5.120)  0.43
H (-0.610, -2.390, -4.608)  0.42
H (-1.260, -1.874, -2.273)  0.32
C (-5.926, 2.896, -0.605)  -1.66
C (-4.996, 3.112, 0.600)  1.85
C (-4.560, 4.579, 0.607)  -2.07
C (-5.770, 2.836, 1.898)  -1.68
C (-3.811, 2.157, 0.500)  -0.10
C (-4.032, 0.785, 0.464)  0.30
C (-2.965, -0.075, 0.378)  0.11
Br (-3.294, -1.953, 0.296)  -0.18
C (-1.615, 0.341, 0.316)  -0.19
O (-0.675, -0.596, 0.228)  0.67
C (-1.388, 1.736, 0.312)  -0.60
C (-2.496, 2.580, 0.423)  -0.59
C (-0.032, 2.456, 0.160)  2.64
C (1.180, 1.557, -0.084)  -2.16
C (0.243, 3.252, 1.447)  -1.80
C (-0.118, 3.415, -1.039)  -1.79
H (-6.774, 3.585, -0.556)  0.44
H (-6.313, 1.878, -0.628)  0.33
H (-5.387, 3.075, -1.537)  0.37
H (-5.445, 5.215, 0.673)  0.45
H (-4.024, 4.839, -0.308)  0.38
H (-3.921, 4.799, 1.465)  0.37
H (-6.621, 3.517, 1.983)  0.45
H (-5.121, 2.981, 2.764)  0.37
H (-6.145, 1.813, 1.925)  0.32
H (-5.027, 0.361, 0.505)  0.43
H (-2.300, 3.643, 0.426)  0.17
H (1.342, 0.895, 0.761)  -0.02
H (2.068, 2.185, -0.201)  0.69
H (1.064, 0.956, -0.984)  0.29
H (0.285, 2.569, 2.298)  0.34
H (-0.528, 3.999, 1.642)  0.33
H (1.205, 3.764, 1.368)  0.48
H (-0.302, 2.850, -1.955)  0.37
H (0.828, 3.951, -1.149)  0.46
H (-0.915, 4.152, -0.926)  0.32
O (0.237, -5.757, 0.558)  -0.69
S (-0.244, -4.508, 1.083)  0.97
O (0.905, -3.593, 1.489)  -0.47
O (-0.808, -3.610, -0.027)  -0.56
S (-1.523, -4.652, 2.524)  -0.40

Output
Spin multiplicity: 2
Highest occupied orbital energy (spin up / spin down) in eV: -3.467 / -4.930
Kohn-Sham gap (spin up / spin down) in hartree: 0.2127 / 0.2525
Total energy in eV: -168322.235
Total charge: -1

Entry 2:
A molecular structure, C27H31Cl24NS, computed with ωB97M-V/def2-TZVPD.

Each line ends with the Mulliken charge.
Element x y z (Å)
C (-5.010, -1.566, -2.378)  -0.41
C (-4.941, -2.887, -3.306)  -0.58
C (-3.392, -3.143, -3.697)  -0.36
C (-2.875, -4.387, -2.772)  -0.55
C (-1.544, -3.986, -1.914)  -0.16
C (-0.659, -5.303, -1.693)  -0.80
C (-1.168, -6.252, -0.506)  -0.85
C (-1.651, -5.484, 0.804)  0.33
C (-3.098, -5.788, 1.333)  -0.71
C (-3.698, -5.123, 2.592)  -0.66
C (-2.786, -4.138, 3.381)  -0.43
C (-1.338, -3.784, 2.919)  -0.02
C (-0.826, -4.466, 1.627)  0.83
S (0.905, -3.993, 1.085)  -0.21
C (1.018, -2.226, 1.687)  0.31
C (1.834, -1.116, 0.971)  -0.48
C (1.875, 0.353, 1.585)  0.24
C (1.142, 0.741, 2.928)  -0.57
C (0.314, -0.425, 3.623)  -0.69
C (0.232, -1.879, 3.012)  0.15
N (-0.591, -2.841, 3.773)  -0.21
H (-5.364, -0.696, -3.044)  0.22
H (-5.791, -1.741, -1.546)  0.27
H (-3.987, -1.329, -1.905)  -0.21
H (-5.431, -3.797, -2.827)  0.33
H (-5.534, -2.664, -4.274)  0.29
H (-3.395, -3.468, -4.806)  0.39
H (-2.737, -2.207, -3.559)  0.11
H (-2.623, -5.225, -3.523)  0.21
H (-3.674, -4.745, -2.040)  0.18
H (-0.940, -3.294, -2.619)  0.37
H (-1.783, -3.401, -0.965)  0.09
H (0.472, -5.103, -1.584)  0.33
H (-0.751, -5.921, -2.668)  0.45
H (-0.299, -6.950, -0.201)  0.29
H (-2.022, -6.943, -0.852)  0.32
H (-3.774, -6.518, 0.761)  0.22
H (-4.764, -5.321, 2.962)  0.32
H (-3.230, -3.675, 4.333)  0.31
H (2.409, -1.319, -0.020)  0.50
H (2.472, 1.195, 1.085)  -0.34
H (1.181, 1.775, 3.399)  0.43
H (-0.212, -0.153, 4.598)  0.50
H (0.017, -3.356, 4.441)  0.31
C (-1.843, 1.305, -0.819)  -0.24
Cl (-3.255, 1.951, 0.031)  -0.12
Cl (-1.036, 0.075, 0.161)  0.09
Cl (-2.314, 0.643, -2.391)  -0.09
H (-1.142, 2.121, -0.989)  0.36
C (-3.063, 6.122, -1.410)  -0.10
Cl (-4.357, 6.138, -2.615)  -0.10
Cl (-3.715, 6.426, 0.207)  -0.13
Cl (-2.194, 4.581, -1.449)  -0.03
H (-2.361, 6.918, -1.651)  0.36
C (-2.912, 1.644, 4.345)  -0.06
Cl (-3.766, 0.201, 4.912)  -0.13
Cl (-2.590, 2.747, 5.692)  -0.16
Cl (-1.399, 1.191, 3.535)  0.05
H (-3.548, 2.158, 3.626)  0.29
C (-2.016, 6.893, -5.957)  0.00
Cl (-0.482, 7.518, -6.578)  -0.12
Cl (-1.755, 5.958, -4.478)  -0.05
Cl (-3.153, 8.216, -5.663)  -0.12
H (-2.446, 6.233, -6.707)  0.30
C (4.950, -0.397, -2.099)  -0.03
Cl (3.812, -0.559, -0.747)  -0.11
Cl (6.625, -0.546, -1.540)  -0.09
Cl (4.604, -1.610, -3.341)  -0.14
H (4.822, 0.590, -2.539)  0.29
C (4.537, 3.794, 1.160)  -0.15
Cl (2.885, 4.054, 1.741)  -0.11
Cl (5.658, 3.655, 2.518)  -0.06
Cl (4.617, 2.351, 0.136)  -0.01
H (4.828, 4.656, 0.561)  0.36
C (8.674, 2.162, 0.126)  0.11
Cl (7.806, 0.751, 0.746)  -0.10
Cl (9.077, 3.278, 1.439)  -0.10
Cl (10.138, 1.662, -0.733)  -0.13
H (8.026, 2.681, -0.578)  0.22
C (6.822, 7.432, 4.335)  0.02
Cl (5.418, 6.994, 3.352)  -0.09
Cl (7.891, 6.037, 4.549)  -0.11
Cl (7.700, 8.781, 3.601)  -0.12
H (6.469, 7.746, 5.315)  0.31

Output
Highest occupied orbital energy in eV: -7.867
Kohn-Sham gap in hartree: 0.2911
Total energy in eV: -341353.120

Entry 3:
A molecular structure, C27H31Cl2LaN5OS4, computed with ωB97M-V/def2-TZVPD.

Each line ends with the Mulliken charge.
Element x y z (Å)
La (-0.133, -0.366, -0.512)  1.16
C (-2.647, -0.908, 2.104)  -1.08
C (-1.832, 0.348, 2.399)  -0.94
N (-0.413, 0.124, 2.129)  -0.22
C (0.257, -0.773, 3.094)  -0.40
C (1.130, -1.801, 2.404)  -0.90
N (0.412, -2.440, 1.284)  0.00
C (-0.705, -3.304, 1.694)  -0.83
C (-2.020, -3.013, 0.974)  -1.04
N (-2.279, -1.573, 0.830)  0.00
H (-3.711, -0.657, 2.099)  0.53
H (-2.514, -1.637, 2.907)  0.55
H (-2.010, 0.645, 3.440)  0.42
H (-2.161, 1.165, 1.756)  0.43
H (0.102, 1.003, 2.128)  0.31
H (-0.516, -1.265, 3.691)  0.31
H (0.882, -0.194, 3.778)  0.13
H (1.476, -2.538, 3.139)  0.31
H (2.009, -1.301, 1.992)  0.28
H (1.084, -2.957, 0.728)  0.41
H (-0.843, -3.196, 2.772)  0.37
H (-0.458, -4.357, 1.529)  0.41
H (-2.832, -3.511, 1.521)  0.43
H (-2.027, -3.440, -0.030)  0.41
H (-3.028, -1.466, 0.149)  0.12
Cl (-0.021, -3.315, -1.700)  -0.05
C (1.420, -3.450, -2.704)  0.57
C (1.400, -4.477, -3.630)  -0.76
C (2.502, -4.652, -4.450)  -0.38
C (3.582, -3.796, -4.317)  -0.77
C (3.557, -2.776, -3.380)  0.37
Cl (4.970, -1.760, -3.308)  -0.22
C (2.470, -2.543, -2.521)  -0.35
S (2.497, -1.256, -1.328)  -0.24
H (0.531, -5.115, -3.704)  0.39
H (2.515, -5.444, -5.187)  0.35
H (4.458, -3.900, -4.943)  0.40
C (5.822, 1.563, 3.616)  -0.78
O (4.855, 1.609, 2.574)  -0.26
C (3.599, 1.198, 2.835)  -0.07
S (3.190, 0.667, 4.382)  -0.42
S (2.596, 1.350, 1.460)  -0.04
H (6.738, 1.915, 3.146)  0.22
H (5.944, 0.550, 3.996)  0.33
H (5.536, 2.209, 4.446)  0.33
S (-3.950, -1.977, -2.646)  -0.43
C (-2.505, -1.202, -2.592)  0.62
N (-1.452, -0.697, -2.466)  -0.60
C (-5.073, 2.399, -2.285)  -0.57
C (-4.855, 1.475, -1.279)  -0.76
C (-3.591, 1.322, -0.720)  0.20
C (-2.492, 2.058, -1.165)  -0.49
C (-2.727, 2.991, -2.190)  -0.25
C (-3.989, 3.157, -2.730)  -0.56
N (-1.218, 1.814, -0.640)  0.47
C (-0.349, 2.924, -0.582)  0.38
C (0.985, 2.804, -0.964)  -0.79
C (1.877, 3.865, -0.828)  -0.83
C (1.445, 5.088, -0.358)  -0.59
C (0.105, 5.232, 0.010)  -0.65
C (-0.772, 4.171, -0.089)  0.16
H (-6.054, 2.523, -2.723)  0.36
H (-5.670, 0.857, -0.921)  0.38
H (-3.451, 0.616, 0.088)  0.03
H (-1.898, 3.575, -2.571)  0.46
H (-4.127, 3.879, -3.527)  0.35
H (1.378, 1.873, -1.367)  0.66
H (2.916, 3.709, -1.088)  0.45
H (2.138, 5.914, -0.260)  0.37
H (-0.250, 6.182, 0.394)  0.35
H (-1.806, 4.286, 0.214)  0.47

Output
Highest occupied orbital energy in eV: -4.642
Kohn-Sham gap in hartree: 0.2503
Total energy in eV: -107252.158
Total charge: -1